# 1
# C5H11NO

An isolated molecule of C5H11NO (wB97M-V/def2-TZVPD, OMol25).

Results
frontier orbital gap = 10.5 eV
structure (SMILES) = CNC(=O)C(C)C
strongest force on any atom = 0.007 hartree/bohr
energy above the lowest of the compared OMol25 structures with the same formula, charge and spin = 31.8 kJ/mol
E_LUMO = 0.9 eV

Last column: natural (NBO) charge in e.
Positions of all 18 atoms, in Å:
1 C -1.50985 2.41009 0.33904  -0.42
2 N -1.21703 1.10543 -0.23300  -0.62
3 C -0.16111 0.41334 0.28655  0.68
4 O 0.40484 0.83903 1.28405  -0.64
5 C 0.40464 -0.79931 -0.46554  -0.31
6 C 1.93355 -0.65352 -0.32431  -0.60
7 C -0.01092 -2.15955 0.11500  -0.60
8 H -2.12990 2.35334 1.24306  0.19
9 H -1.99508 3.04682 -0.40789  0.20
10 H -0.55011 2.85148 0.62417  0.23
11 H -1.85736 0.69095 -0.89434  0.40
12 H 0.07545 -0.75648 -1.51536  0.20
13 H 2.17316 -0.41854 0.71689  0.24
14 H 2.33514 0.16463 -0.92899  0.21
15 H 2.44673 -1.57921 -0.58969  0.20
16 H 0.61671 -2.93340 -0.34250  0.21
17 H 0.16746 -2.17875 1.19423  0.22
18 H -1.05436 -2.43938 -0.07074  0.21

***

# 2
# C47H96Cl34N

A cluster of 18 separate species, C47H96Cl34N in total in a non-equilibrium geometry (wB97M-V/def2-TZVPD, OMol25).

Results
frontier orbital gap = 2.0 eV
strongest force on any atom = 0.027 hartree/bohr
total charge = -1
E_LUMO = 1.1 eV

Last column: Mulliken charge in e.
Positions of all 178 atoms, in Å:
1 C 1.36596 1.00977 0.96390  -0.63
2 C -0.14198 1.17916 0.67670  -0.32
3 C -0.63036 2.64133 0.75053  -0.37
4 C -1.56675 2.87782 1.93974  -0.30
5 C -2.51609 4.07593 1.76767  -1.09
6 C -3.99528 3.68844 1.83876  -1.07
7 C -4.65678 3.54722 0.44353  -0.17
8 C -5.77078 2.51226 0.52990  -0.95
9 C -6.96468 2.72773 -0.39275  -0.59
10 C -7.83834 1.45863 -0.37586  0.54
11 C -9.24323 1.65743 0.17802  -0.73
12 C -9.28258 2.24440 1.58588  -0.34
13 C -10.67710 2.06037 2.24814  -0.20
14 N -10.63702 2.05694 3.68499  -1.07
15 H 1.50762 0.48020 1.89780  0.25
16 H 1.81187 0.38152 0.19857  -0.05
17 H 1.87158 1.96146 1.04725  0.31
18 H -0.31868 0.82578 -0.33530  0.12
19 H -0.68307 0.53325 1.35362  0.38
20 H -1.12218 2.89289 -0.17836  0.25
21 H 0.23818 3.27311 0.90733  0.22
22 H -0.94258 3.07054 2.80481  -0.29
23 H -2.10040 1.96389 2.16919  0.58
24 H -2.28412 4.64338 0.87388  0.51
25 H -2.32624 4.75471 2.59518  0.45
26 H -4.58507 4.36401 2.44484  0.48
27 H -4.03629 2.69637 2.27203  0.41
28 H -3.85534 3.22155 -0.21032  0.21
29 H -5.02960 4.52771 0.16770  0.37
30 H -5.35639 1.52955 0.31516  0.38
31 H -6.13421 2.51266 1.55237  0.32
32 H -7.53887 3.56442 -0.00972  0.36
33 H -6.66046 2.93501 -1.41402  0.26
34 H -7.34571 0.75246 0.28974  0.35
35 H -7.84397 0.98493 -1.35295  -0.74
36 H -9.89956 2.20327 -0.49600  0.26
37 H -9.68174 0.66359 0.27805  0.37
38 H -8.58650 1.71254 2.22877  -0.03
39 H -9.09470 3.31141 1.57258  0.09
40 H -11.10465 1.10477 1.86116  0.18
41 H -11.33453 2.88469 1.96561  0.44
42 H -9.98271 1.32126 3.93815  0.16
43 Cl 1.52443 4.93139 3.12792  -0.18
44 C 1.74398 4.52183 4.85098  -0.60
45 C 2.27965 3.12733 5.03990  -0.16
46 Cl 1.09021 1.88448 4.58256  -0.15
47 H 0.78724 4.65183 5.35002  0.36
48 H 2.44950 5.24229 5.26150  0.41
49 H 2.52020 2.96361 6.08865  0.20
50 H 3.17931 2.96307 4.45530  0.13
51 Cl -2.28008 7.66784 -2.53304  -0.20
52 C -1.51486 6.27850 -3.34671  -0.27
53 C -2.42150 5.64978 -4.37166  -0.56
54 Cl -3.82159 4.82422 -3.64258  -0.07
55 H -1.22231 5.56482 -2.58555  0.18
56 H -0.61600 6.65308 -3.83436  0.31
57 H -1.87051 4.89645 -4.93317  0.27
58 H -2.79790 6.39403 -5.06903  0.34
59 Cl 4.04269 0.84613 7.57210  -0.25
60 C 4.63428 -0.55740 6.63271  0.12
61 C 5.65930 -0.16264 5.60686  0.08
62 Cl 4.95640 0.81424 4.28702  -0.17
63 H 3.77331 -1.03586 6.17100  0.38
64 H 5.08267 -1.25203 7.34503  -0.25
65 H 6.07852 -1.05839 5.14731  -0.04
66 H 6.47269 0.41732 6.04544  0.11
67 Cl 9.67620 4.94542 5.84059  -0.22
68 C 9.31217 3.52465 4.82149  -0.39
69 C 7.90907 3.02110 5.02658  -0.41
70 Cl 7.68241 2.30008 6.64267  -0.21
71 H 10.04854 2.75596 5.04332  0.25
72 H 9.44384 3.83575 3.78663  0.37
73 H 7.68991 2.24212 4.29800  0.27
74 H 7.17599 3.81456 4.90977  0.37
75 Cl -8.69523 -0.35781 4.91063  -0.24
76 C -8.05805 -1.48871 3.70025  -0.47
77 C -9.00703 -1.64879 2.53793  0.18
78 Cl -10.50033 -2.49611 3.02000  -0.25
79 H -7.86238 -2.44130 4.18841  0.24
80 H -7.11228 -1.08265 3.34259  0.34
81 H -8.53363 -2.24789 1.76111  0.38
82 H -9.29317 -0.68888 2.11070  -0.34
83 Cl -8.59544 -4.44190 8.63359  -0.22
84 C -9.22154 -3.41442 7.30823  -0.34
85 C -9.73758 -4.22753 6.15263  -0.22
86 Cl -8.42943 -5.07486 5.28075  -0.19
87 H -8.42512 -2.74362 6.99814  0.19
88 H -10.03075 -2.81779 7.72322  0.34
89 H -10.21987 -3.56725 5.43638  0.04
90 H -10.45809 -4.97369 6.47751  0.39
91 Cl -5.69879 2.28356 -4.51266  -0.15
92 C -5.93633 0.72197 -5.34602  -0.14
93 C -7.33340 0.17713 -5.14154  -0.27
94 Cl -7.62137 -0.36584 -3.46288  -0.29
95 H -5.18001 0.02372 -4.99451  0.33
96 H -5.76160 0.91196 -6.39696  -0.01
97 H -7.49473 -0.69336 -5.76736  0.05
98 H -8.08466 0.92186 -5.39147  0.37
99 Cl -4.54172 1.69965 -9.06611  -0.19
100 C -4.79615 0.14810 -9.90811  -0.41
101 C -6.19076 -0.38072 -9.70600  -0.54
102 Cl -6.47220 -0.88752 -8.02288  -0.10
103 H -4.05105 -0.55629 -9.54746  0.28
104 H -4.62103 0.32590 -10.96788  0.33
105 H -6.34393 -1.25850 -10.33357  0.24
106 H -6.94231 0.36114 -9.96310  0.35
107 Cl 13.25205 4.40014 2.96838  -0.20
108 C 13.49008 4.03598 4.69980  0.43
109 C 14.01978 2.64540 4.92065  -0.47
110 Cl 12.82095 1.38712 4.51324  -0.19
111 H 12.54105 4.19022 5.20774  0.09
112 H 14.20358 4.76299 5.08070  -0.29
113 H 14.27110 2.51518 5.97167  0.30
114 H 14.91125 2.46107 4.32717  0.33
115 Cl -6.61910 -3.74082 -5.84980  -0.10
116 C -5.93516 -5.21067 -6.58583  -0.53
117 C -4.89154 -4.88584 -7.62354  -0.49
118 Cl -5.59546 -4.11821 -9.07182  -0.14
119 H -6.75241 -5.78854 -7.00944  0.32
120 H -5.48396 -5.78890 -5.78122  0.33
121 H -4.40240 -5.79971 -7.95704  0.32
122 H -4.13460 -4.21603 -7.22425  0.29
123 Cl 4.44007 -3.72501 9.60845  -0.18
124 C 6.11104 -4.33561 9.52186  -0.36
125 C 7.08208 -3.25729 9.12151  -0.63
126 Cl 6.84404 -2.74214 7.43065  -0.14
127 H 6.12958 -5.16630 8.82129  0.29
128 H 6.36803 -4.71035 10.51104  0.32
129 H 8.10241 -3.62924 9.19951  0.36
130 H 6.98625 -2.37984 9.75578  0.32
131 Cl -2.14789 -5.18989 -10.91931  -0.19
132 C -3.38669 -5.64970 -12.11504  -0.56
133 C -3.63716 -4.56247 -13.12633  -0.43
134 Cl -4.42685 -3.14598 -12.38893  -0.11
135 H -4.29347 -5.90274 -11.57113  0.39
136 H -3.02275 -6.54160 -12.62068  0.34
137 H -4.30324 -4.93323 -13.90331  0.32
138 H -2.71411 -4.23104 -13.59340  0.25
139 Cl 3.16470 -2.16684 -4.10165  -0.22
140 C 2.41417 -1.88384 -2.50446  0.13
141 C 1.02695 -1.31267 -2.61656  -0.41
142 Cl 1.02875 0.35648 -3.23933  -0.19
143 H 3.06950 -1.22620 -1.93922  0.30
144 H 2.37078 -2.84893 -2.00516  -0.24
145 H 0.56635 -1.28187 -1.62960  0.22
146 H 0.40067 -1.91343 -3.27068  0.42
147 Cl 16.45890 6.29520 4.62566  -0.18
148 C 15.78884 7.73141 5.44094  -0.52
149 C 15.88486 7.62589 6.94009  -0.40
150 Cl 14.80544 6.36557 7.59275  -0.17
151 H 14.75827 7.84997 5.11611  0.33
152 H 16.36065 8.59017 5.09434  0.36
153 H 15.58373 8.56886 7.39269  0.30
154 H 16.89857 7.39717 7.25752  0.31
155 Cl 3.05740 -6.05114 -13.91854  -0.19
156 C 1.95422 -4.68297 -13.61964  -0.48
157 C 0.75397 -5.08534 -12.80417  -0.42
158 Cl -0.33954 -6.16673 -13.70715  -0.19
159 H 1.66090 -4.27370 -14.58264  0.33
160 H 2.52266 -3.92760 -13.08028  0.32
161 H 0.17670 -4.20236 -12.53715  0.29
162 H 1.04403 -5.59402 -11.88919  0.34
163 Cl 10.61764 -4.71904 6.07174  -0.19
164 C 9.40520 -4.96998 4.78902  -0.43
165 C 9.28860 -3.77930 3.87330  -0.51
166 Cl 8.57760 -2.37587 4.70562  -0.12
167 H 8.45513 -5.19384 5.26714  0.29
168 H 9.72098 -5.84139 4.21809  0.34
169 H 8.63350 -4.02363 3.03885  0.26
170 H 10.25572 -3.48195 3.47685  0.35
171 Cl 1.80337 -4.98057 -0.66640  -0.19
172 C 2.83144 -6.35754 -1.13890  -0.49
173 C 2.75221 -6.64225 -2.61658  -0.34
174 Cl 1.15666 -7.27407 -3.09416  -0.18
175 H 2.52840 -7.21824 -0.54897  0.38
176 H 3.85409 -6.09749 -0.87116  0.27
177 H 3.48749 -7.40018 -2.88098  0.30
178 H 2.94952 -5.74833 -3.20363  0.25

***

# 3
# C6H15NO

A cluster of 2 separate species, C6H15NO in total in a non-equilibrium geometry (wB97M-V/def2-TZVPD, OMol25).

Results
frontier orbital gap = 10.3 eV
structure (SMILES) = C=CCCCCN.O
strongest force on any atom = 0.200 hartree/bohr
energy above the lowest of the compared OMol25 structures with the same formula, charge and spin = 379.3 kJ/mol
E_LUMO = 1.0 eV

Last column: natural (NBO) charge in e.
Positions of all 23 atoms, in Å:
1 C -2.41204 0.20845 -0.80962  -0.42
2 C -1.71141 -0.88672 -1.07148  -0.17
3 C -0.39455 -1.30226 -0.63344  -0.45
4 C -0.02651 -1.31838 0.89773  -0.39
5 C -0.16061 -0.03947 1.67144  -0.43
6 C 0.67066 1.10878 0.93403  -0.23
7 N 2.15434 0.71351 0.65194  -0.84
8 H -3.36101 0.22324 -1.31562  0.20
9 H -2.25830 0.88506 -0.05001  0.19
10 H -2.07422 -1.73360 -1.58192  0.20
11 H -0.24466 -2.37682 -0.95153  0.21
12 H 0.35432 -0.59242 -1.11930  0.21
13 H 0.98374 -1.83611 0.98287  0.21
14 H -0.68904 -2.13269 1.29332  0.21
15 H -1.21243 0.24597 1.62104  0.21
16 H 0.20700 -0.24403 2.73827  0.22
17 H 0.25872 1.40656 0.00365  0.16
18 H 0.74481 2.11435 1.41389  0.21
19 H 2.59894 0.43739 1.43036  0.35
20 H 2.08827 0.08775 -0.06732  0.35
21 O 1.47151 1.49781 -2.27788  -0.90
22 H 0.89832 1.52051 -1.61327  0.45
23 H 2.11413 2.01310 -2.14717  0.45

***

# 4
# C31H25N4O3PS2Ti

A structure of composition C31H25N4O3PS2Ti in a non-equilibrium geometry (wB97M-V/def2-TZVPD, OMol25).

Results
frontier orbital gap (alpha / beta) = 6.0 / 7.3 eV
2S+1 = 3
<S²> = 2.0171
strongest force on any atom = 0.025 hartree/bohr
E_LUMO (alpha / beta) = 0.3 / -0.2 eV

Last column: natural (NBO) charge in e.
Positions of all 67 atoms, in Å:
1 Ti -1.34646 -0.16444 -1.29053  1.23
2 N -1.58907 3.67518 0.86134  -0.82
3 C -1.69791 2.38879 0.37660  0.29
4 S -2.06508 2.18333 -1.33465  -0.26
5 N -1.52174 1.44795 1.25643  -0.43
6 N -1.66585 0.17695 0.65774  -0.44
7 C -2.23442 -0.81233 1.34687  0.13
8 C -2.49884 -0.75876 2.80531  -0.01
9 C -1.53538 -0.23292 3.66810  -0.19
10 C -1.76251 -0.19021 5.03404  -0.21
11 C -2.95790 -0.66695 5.56125  -0.21
12 C -3.92292 -1.18600 4.71129  -0.22
13 C -3.69216 -1.23068 3.33998  -0.21
14 C -2.70135 -1.88395 0.51122  0.15
15 C -3.03705 -3.17509 0.96958  -0.26
16 C -3.50298 -4.10093 0.08425  -0.15
17 C -3.64208 -3.78950 -1.27958  -0.38
18 C -3.25999 -2.53306 -1.68118  0.55
19 N -2.81532 -1.58285 -0.84237  -0.61
20 H -1.96450 4.40556 0.28133  0.39
21 H -1.72478 3.76931 1.85472  0.39
22 H -0.60677 0.14075 3.25869  0.23
23 H -1.00353 0.21758 5.68954  0.21
24 H -3.13619 -0.62918 6.62853  0.21
25 H -4.86064 -1.55117 5.11015  0.21
26 H -4.46250 -1.61338 2.68038  0.22
27 H -2.90259 -3.41635 2.01440  0.23
28 H -3.75958 -5.09494 0.43095  0.22
29 H -4.00880 -4.50848 -1.99990  0.21
30 H -3.64604 -2.85094 -3.51405  0.49
31 O -0.22926 -1.92276 -1.87202  -0.99
32 S -0.18693 -1.48138 -3.34271  1.56
33 O -3.28871 -2.13814 -2.97163  -0.64
34 O -0.94336 -0.12130 -3.29620  -0.96
35 C 1.50890 -0.95797 -3.49133  -0.27
36 C 2.21773 -1.46153 -4.56969  -0.20
37 C 3.55898 -1.12712 -4.71923  -0.19
38 C 4.16756 -0.30789 -3.78773  -0.21
39 C 3.43881 0.19308 -2.70973  -0.12
40 C 2.09912 -0.11377 -2.54180  -0.30
41 P 1.14383 0.60846 -1.10854  0.93
42 C 2.03920 -0.06946 0.32880  -0.34
43 C 1.51347 -1.21606 0.91826  -0.20
44 C 2.15261 -1.81326 1.99680  -0.15
45 C 3.32277 -1.26381 2.49827  -0.22
46 C 3.85455 -0.11666 1.92054  -0.21
47 C 3.21563 0.47630 0.84006  -0.20
48 C 1.59238 2.36586 -1.17740  -0.38
49 C 1.62012 3.11519 -0.00567  -0.18
50 C 1.86647 4.48068 -0.05544  -0.20
51 C 2.06951 5.10847 -1.27525  -0.20
52 C 2.01443 4.37016 -2.45089  -0.23
53 C 1.77436 3.00490 -2.40162  -0.13
54 H 1.73289 -2.11439 -5.28523  0.23
55 H 4.12552 -1.51057 -5.55805  0.22
56 H 5.21342 -0.04956 -3.89320  0.22
57 H 3.93656 0.84129 -1.99763  0.21
58 H 0.60029 -1.65455 0.53618  0.23
59 H 1.72735 -2.70277 2.44375  0.21
60 H 3.81976 -1.72616 3.34196  0.21
61 H 4.76346 0.32213 2.31193  0.22
62 H 3.63109 1.38089 0.41199  0.22
63 H 1.43516 2.64158 0.95130  0.23
64 H 1.88300 5.05018 0.86470  0.22
65 H 2.26115 6.17361 -1.31012  0.21
66 H 2.15495 4.85760 -3.40682  0.22
67 H 1.71814 2.44539 -3.32706  0.21

***

- Number 4 is which compound?
  C31H25N4O3PS2Ti

***

- The highest strongest force on any atom belongs to which entry?
  C6H15NO